The following is a DFT calculation (wB97M-V/def2-TZVPD) of 8 unconnected molecules or ions with the total composition C28H78N6O10 in a non-equilibrium geometry.

## Properties
spin multiplicity	1
strongest force on any atom	2.07	eV/A
energy relative to the best compared isomer or geometry (same formula, charge and spin)	4.358	eV
net charge	0
structure (SMILES)	COC[C@H](C)N.COC[C@H](C)N.COC[C@H](C)N.COC[C@H](C)N.COC[C@H](C)N.COC[C@H](C)N.OCCO.OCCO
highest occupied orbital energy	-8.96	eV

CARTESIAN COORDINATES (ANGSTROEM)
C (5.0871, -1.8479, -5.0517)
C (4.0000, -0.9906, -4.4172)
C (2.7666, -1.8340, -4.1034)
O (1.8799, -1.0063, -3.3697)
C (0.7381, -1.6398, -2.8334)
N (4.5454, -0.4020, -3.1756)
H (4.7078, -2.3930, -5.9152)
H (5.4291, -2.5607, -4.2970)
H (5.9360, -1.2110, -5.2922)
H (3.6933, -0.1767, -5.0781)
H (3.0700, -2.6928, -3.4886)
H (2.2703, -2.1720, -5.0239)
H (0.9244, -2.7146, -2.7187)
H (-0.1763, -1.4220, -3.3785)
H (0.6314, -1.2627, -1.8097)
H (3.7115, -0.0642, -2.7008)
H (4.8862, -1.1675, -2.5966)
C (0.9302, 1.3440, 2.5308)
C (-0.4303, 1.4890, 1.8578)
C (-0.3948, 1.0274, 0.4543)
O (-1.6282, 1.4717, -0.1498)
C (-2.1403, 0.6972, -1.1939)
N (-1.3999, 0.7028, 2.6442)
H (1.7005, 1.9545, 2.0523)
H (1.3067, 0.3342, 2.3287)
H (0.9196, 1.5826, 3.5908)
H (-0.6828, 2.5576, 1.9070)
H (-0.3781, -0.0685, 0.4404)
H (0.3555, 1.5291, -0.1617)
H (-2.8535, 1.2513, -1.8039)
H (-2.6606, -0.2050, -0.8424)
H (-1.3584, 0.3682, -1.8963)
H (-2.3176, 0.7671, 2.2074)
H (-1.5685, 1.2358, 3.5036)
C (-4.8358, -2.0346, 0.7168)
C (-4.8584, -0.6849, 1.4207)
C (-5.9343, 0.2534, 0.9573)
O (-5.8257, 0.4593, -0.4368)
C (-5.9038, 1.8233, -0.8057)
N (-5.0038, -0.8203, 2.8874)
H (-4.0664, -2.6657, 1.1591)
H (-4.7622, -1.9457, -0.3671)
H (-5.8088, -2.5132, 0.8920)
H (-3.9086, -0.1604, 1.2590)
H (-5.8682, 1.1743, 1.5408)
H (-6.9269, -0.1957, 1.1197)
H (-5.2486, 2.4455, -0.1822)
H (-6.9346, 2.1757, -0.7079)
H (-5.5369, 1.9518, -1.8218)
H (-5.9168, -1.2499, 3.0564)
H (-4.4017, -1.5836, 3.1949)
C (6.7536, -1.8991, -0.3524)
C (5.4721, -2.6999, -0.1900)
C (4.2721, -1.9218, 0.2671)
O (3.2738, -2.8345, 0.6580)
C (2.0490, -2.2100, 0.9618)
N (5.1105, -3.3573, -1.4765)
H (6.8752, -1.1928, 0.4678)
H (6.7507, -1.3814, -1.3120)
H (7.5989, -2.5874, -0.3337)
H (5.6399, -3.5207, 0.5218)
H (3.9265, -1.2960, -0.5712)
H (4.5113, -1.2414, 1.0981)
H (1.9516, -1.9698, 2.0295)
H (1.2540, -2.9586, 0.8566)
H (1.8372, -1.3655, 0.3036)
H (4.3025, -3.9386, -1.2838)
H (5.8625, -3.9490, -1.8072)
C (1.4364, 5.9788, 2.0519)
C (2.7434, 5.8120, 1.3058)
C (2.9978, 4.3746, 0.9738)
O (4.3615, 4.0879, 0.8167)
C (4.6243, 2.7052, 0.8423)
N (2.7189, 6.6575, 0.0734)
H (1.2659, 6.9805, 2.4469)
H (1.3991, 5.3239, 2.9304)
H (0.5956, 5.7371, 1.3969)
H (3.5671, 6.2011, 1.9128)
H (2.3691, 3.9844, 0.1581)
H (2.6374, 3.8393, 1.8717)
H (5.6972, 2.5675, 0.8935)
H (4.1669, 2.2100, -0.0272)
H (4.1309, 2.2359, 1.7085)
H (3.1583, 6.1343, -0.6760)
H (3.2832, 7.4898, 0.1832)
C (-1.7928, -0.8389, -5.3554)
C (-2.6129, -2.1055, -5.6068)
C (-2.3429, -3.1179, -4.5036)
O (-2.6008, -2.5212, -3.2414)
C (-2.4070, -3.4575, -2.2047)
N (-4.0325, -1.7068, -5.6668)
H (-2.0386, -0.3918, -4.3968)
H (-2.0097, -0.1432, -6.1685)
H (-0.7255, -1.0373, -5.4800)
H (-2.3207, -2.4829, -6.5862)
H (-1.2588, -3.3371, -4.5651)
H (-2.8816, -4.0708, -4.5610)
H (-3.2128, -4.1975, -2.3069)
H (-2.5499, -3.0016, -1.2232)
H (-1.4048, -3.8966, -2.1945)
H (-4.5733, -2.5315, -5.8982)
H (-4.3374, -1.3446, -4.7725)
C (-3.1860, 4.4857, 4.2879)
C (-2.1461, 3.7329, 5.0787)
O (-2.2839, 2.3261, 4.9106)
O (-4.4830, 4.2795, 4.8673)
H (-3.2126, 4.0865, 3.2692)
H (-3.0035, 5.5575, 4.3003)
H (-2.2734, 3.9966, 6.1342)
H (-1.1308, 4.0107, 4.7920)
H (-2.9122, 1.9934, 5.5570)
H (-4.9258, 3.5462, 4.4321)
C (-0.4222, -3.8274, 4.2757)
C (-1.1279, -2.5021, 4.0849)
O (-0.1348, -1.5211, 3.8255)
O (0.6019, -3.7724, 5.2286)
H (-0.1171, -4.1866, 3.2835)
H (-1.2202, -4.5268, 4.5689)
H (-1.6771, -2.2136, 4.9890)
H (-1.8190, -2.6320, 3.2421)
H (-0.5907, -0.7220, 3.4870)
H (0.8129, -2.8352, 5.3150)

Atomic partial charges in e from the Mulliken method, atoms 1 to 99:
1 C -1.418
2 C 0.323
3 C -0.496
4 O -0.279
5 C 0.236
6 N -0.767
7 H 0.400
8 H 0.257
9 H 0.370
10 H 0.414
11 H 0.180
12 H 0.314
13 H 0.494
14 H -0.406
15 H -0.250
16 H 0.282
17 H 0.135
18 C -0.983
19 C 1.042
20 C -1.131
21 O -0.415
22 C -0.371
23 N -0.501
24 H -0.268
25 H 0.060
26 H 0.494
27 H 0.278
28 H 0.448
29 H 0.412
30 H 0.275
31 H 0.069
32 H 0.202
33 H 0.152
34 H 0.182
35 C -1.517
36 C 2.501
37 C -0.938
38 O -0.307
39 C -0.778
40 N -0.747
41 H 0.328
42 H 0.308
43 H 0.389
44 H -1.292
45 H 0.359
46 H 0.349
47 H 0.299
48 H 0.337
49 H 0.253
50 H 0.330
51 H 0.223
52 C -1.447
53 C 0.077
54 C 0.050
55 O -0.453
56 C -0.661
57 N -0.476
58 H 0.358
59 H 0.327
60 H 0.392
61 H 0.393
62 H -0.188
63 H 0.468
64 H 0.397
65 H 0.206
66 H 0.220
67 H 0.213
68 H 0.234
69 C -1.409
70 C 0.612
71 C -0.438
72 O -0.431
73 C -0.688
74 N -0.747
75 H 0.371
76 H 0.331
77 H 0.280
78 H 0.228
79 H 0.467
80 H 0.013
81 H 0.352
82 H 0.294
83 H 0.288
84 H 0.267
85 H 0.263
86 C -0.968
87 C 0.265
88 C -0.685
89 O -0.117
90 C -0.783
91 N -0.768
92 H -0.047
93 H 0.419
94 H 0.256
95 H 0.439
96 H 0.231
97 H 0.501
98 H 0.364
99 H 0.067